[1]
The following is a quantum chemistry calculation of a molecular structure, C35H47BN7O2PtS3, from the Open Molecules 2025 dataset.

Positions of all 96 atoms, in Å:
Pt  0.73  -0.12  -0.45
C  -0.87  4.92  -0.28
C  -1.13  4.01  0.92
C  -2.06  2.84  0.56
C  -1.78  4.84  2.02
N  0.16  3.45  1.44
C  0.58  3.56  2.74
C  1.73  2.85  2.87
N  2.03  2.30  1.65
B  3.35  1.49  1.49
N  3.25  0.04  2.05
C  4.41  -0.55  2.47
C  4.10  -1.80  2.89
N  2.76  -2.00  2.73
C  2.25  -0.85  2.21
S  0.59  -0.46  1.92
C  2.18  -3.35  3.07
C  2.38  -3.56  4.57
C  0.70  -3.52  2.73
C  2.97  -4.39  2.26
N  3.89  1.51  0.02
C  4.63  2.58  -0.38
C  5.07  2.34  -1.64
N  4.60  1.11  -2.02
C  3.85  0.62  -1.00
S  2.96  -0.86  -0.96
C  4.96  0.57  -3.39
C  4.65  -0.91  -3.58
C  6.47  0.77  -3.57
C  4.17  1.39  -4.41
C  1.05  2.66  0.79
S  1.00  2.20  -0.87
H  -1.83  5.28  -0.67
H  -0.36  4.41  -1.10
H  -0.28  5.79  0.02
H  -3.05  3.23  0.34
H  -2.15  2.15  1.40
H  -1.71  2.30  -0.32
H  -2.68  5.30  1.61
H  -1.13  5.65  2.35
H  -2.08  4.23  2.87
H  0.06  4.14  3.48
H  2.36  2.70  3.73
H  4.17  2.05  2.14
H  5.35  -0.04  2.45
H  4.76  -2.55  3.31
H  1.86  -2.79  5.15
H  3.43  -3.55  4.85
H  1.97  -4.53  4.86
H  0.07  -2.85  3.32
H  0.42  -4.54  2.99
H  0.51  -3.37  1.67
H  4.02  -4.42  2.55
H  2.91  -4.18  1.19
H  2.55  -5.38  2.44
H  4.82  3.42  0.26
H  5.68  2.96  -2.27
H  5.08  -1.52  -2.78
H  5.12  -1.24  -4.51
H  3.59  -1.10  -3.67
H  7.03  0.29  -2.76
H  6.75  1.82  -3.61
H  6.78  0.32  -4.51
H  3.10  1.29  -4.24
H  4.40  1.04  -5.42
H  4.43  2.45  -4.36
C  -5.43  -3.71  -2.68
O  -5.13  -2.93  -1.52
C  -6.14  -2.54  -0.73
C  -7.49  -2.72  -1.02
C  -8.46  -2.30  -0.13
C  -8.11  -1.73  1.09
C  -6.78  -1.57  1.41
C  -5.79  -1.93  0.50
N  -4.43  -1.79  0.90
C  -3.39  -1.31  0.27
C  -3.33  -0.49  -0.89
C  -4.41  0.24  -1.42
C  -4.28  0.95  -2.59
C  -3.08  0.92  -3.30
C  -1.99  0.25  -2.80
C  -2.06  -0.44  -1.57
O  -1.02  -1.09  -1.11
H  -4.47  -3.96  -3.12
H  -6.01  -3.13  -3.40
H  -5.96  -4.62  -2.41
H  -7.78  -3.20  -1.94
H  -9.50  -2.44  -0.38
H  -8.88  -1.41  1.78
H  -6.49  -1.15  2.37
H  -4.24  -2.18  1.81
H  -2.43  -1.56  0.71
H  -5.34  0.28  -0.87
H  -5.13  1.50  -2.99
H  -3.00  1.43  -4.25
H  -1.04  0.23  -3.33

- gap between HOMO and LUMO (spin up / spin down) (eV) = 4.17 / 3.83
- charge = +3

---

[2]
The following is a quantum chemistry calculation of a molecular structure, C35H47Cl3N2O4PPd, from the Open Molecules 2025 dataset.

Positions of all 93 atoms, in Å:
Pd  -0.90  0.35  -0.77
C  -4.23  1.08  0.44
C  -3.25  1.44  1.56
C  -3.79  2.57  2.42
C  -2.90  0.21  2.38
C  -3.84  -0.31  3.26
C  -3.55  -1.42  4.04
C  -2.30  -2.01  3.96
C  -1.32  -1.53  3.09
C  0.00  -2.28  3.04
C  0.79  -2.10  4.34
C  -0.19  -3.77  2.73
C  -1.65  -0.41  2.31
N  -0.68  0.06  1.36
C  0.43  0.50  1.80
C  1.61  0.70  0.92
N  1.55  0.35  -0.30
C  2.78  0.32  -1.04
C  2.88  1.08  -2.21
C  4.07  1.05  -2.91
C  5.13  0.27  -2.49
C  5.00  -0.51  -1.36
C  3.83  -0.52  -0.61
C  3.74  -1.46  0.58
C  4.11  -2.90  0.21
C  4.61  -0.99  1.75
C  1.76  1.99  -2.67
C  2.10  3.46  -2.39
C  1.39  1.77  -4.14
H  -4.43  1.95  -0.19
H  -5.19  0.76  0.87
H  -3.87  0.27  -0.19
H  -2.33  1.81  1.11
H  -4.77  2.33  2.85
H  -3.91  3.47  1.82
H  -3.12  2.81  3.25
H  -4.81  0.16  3.34
H  -4.29  -1.80  4.73
H  -2.08  -2.87  4.58
H  0.61  -1.88  2.22
H  0.27  -2.58  5.17
H  0.91  -1.04  4.61
H  1.78  -2.55  4.26
H  -0.80  -4.27  3.48
H  0.78  -4.27  2.71
H  -0.66  -3.91  1.76
H  0.59  0.64  2.86
H  2.52  1.04  1.39
H  4.18  1.65  -3.80
H  6.06  0.26  -3.05
H  5.83  -1.14  -1.04
H  2.70  -1.49  0.93
H  5.16  -2.97  -0.08
H  3.52  -3.27  -0.63
H  3.97  -3.56  1.06
H  5.67  -1.04  1.48
H  4.46  -1.63  2.62
H  4.40  0.04  2.04
H  0.88  1.75  -2.07
H  3.04  3.73  -2.89
H  2.22  3.64  -1.32
H  1.31  4.11  -2.77
H  2.23  1.98  -4.80
H  0.57  2.43  -4.42
H  1.07  0.74  -4.32
Cl  -2.41  6.65  -3.64
C  -1.89  5.34  -2.64
C  -2.13  4.04  -3.03
C  -1.69  3.03  -2.19
Cl  -2.01  1.35  -2.67
C  -1.01  3.22  -0.99
O  -0.56  2.25  -0.23
C  -0.80  4.57  -0.65
Cl  0.05  4.90  0.82
C  -1.22  5.61  -1.45
H  -2.65  3.82  -3.95
H  -1.03  6.63  -1.15
C  0.92  -2.80  -1.53
O  -0.46  -2.71  -1.93
P  -1.48  -1.77  -1.16
O  -2.78  -1.93  -2.06
C  -2.81  -1.94  -3.50
O  -1.90  -2.46  0.19
C  -2.64  -3.71  0.19
H  1.40  -3.44  -2.26
H  0.99  -3.24  -0.54
H  1.38  -1.81  -1.54
H  -3.69  -2.51  -3.78
H  -1.92  -2.42  -3.90
H  -2.90  -0.93  -3.87
H  -2.44  -4.18  1.14
H  -2.31  -4.35  -0.63
H  -3.70  -3.49  0.09

- gap between HOMO and LUMO (eV) = 6.73
- charge = +1

---

[3]
The following is a quantum chemistry calculation of 8 unconnected molecules or ions with the total composition C35H47FN9O8P, from the Open Molecules 2025 dataset.

Positions of all 101 atoms, in Å:
C  3.02  0.64  3.28
C  3.49  -0.88  3.13
O  2.36  -1.64  2.63
C  4.86  -1.09  2.31
N  4.66  -1.50  0.87
C  4.49  -2.98  0.72
P  5.48  -3.81  -0.66
O  4.87  -5.24  -0.82
O  5.34  -3.06  -2.18
O  7.12  -4.09  -0.19
C  5.84  -0.97  0.16
O  7.05  -1.14  0.46
O  5.56  -0.12  -1.00
C  4.64  0.92  -0.59
O  3.39  0.73  -0.70
N  5.07  2.24  -0.11
C  3.85  3.08  0.10
O  3.35  3.29  1.24
F  3.18  3.66  -1.04
H  3.80  1.34  3.75
H  2.11  0.63  4.00
H  2.60  1.04  2.28
H  3.69  -1.27  4.20
H  1.65  -1.02  2.35
H  5.59  -1.80  2.84
H  5.39  -0.06  2.27
H  4.76  -3.46  1.72
H  3.37  -3.19  0.49
H  5.05  -3.74  -2.84
H  7.12  -4.99  0.25
H  5.58  2.20  0.79
N  0.59  -0.92  -0.86
C  0.21  -0.72  -2.16
C  -1.06  -1.23  -2.31
C  -1.45  -1.76  -1.06
C  -0.41  -1.55  -0.18
H  1.48  -0.65  -0.47
H  0.87  -0.23  -2.86
H  -1.64  -1.22  -3.22
H  -2.39  -2.24  -0.82
H  -0.30  -1.80  0.86
N  -5.32  -2.95  -0.22
C  -5.06  -3.16  1.11
C  -6.19  -2.85  1.82
C  -7.18  -2.44  0.88
C  -6.61  -2.52  -0.37
H  -4.67  -3.10  -0.98
H  -4.09  -3.51  1.43
H  -6.30  -2.91  2.89
H  -8.19  -2.13  1.10
H  -7.02  -2.30  -1.35
N  -5.68  0.01  -2.61
C  -5.61  0.12  -3.97
C  -5.54  1.45  -4.29
C  -5.55  2.17  -3.07
C  -5.63  1.26  -2.05
H  -5.74  -0.86  -2.10
H  -5.63  -0.76  -4.60
H  -5.48  1.86  -5.28
H  -5.50  3.25  -2.95
H  -5.67  1.38  -0.98
N  5.44  5.79  1.37
C  5.78  6.80  0.51
C  6.05  7.92  1.25
C  5.87  7.57  2.62
C  5.50  6.25  2.66
H  5.19  4.85  1.10
H  5.79  6.63  -0.56
H  6.34  8.88  0.86
H  6.01  8.22  3.47
H  5.27  5.60  3.49
N  -8.38  0.09  3.08
C  -8.12  -0.12  4.41
C  -9.25  0.19  5.12
C  -10.24  0.60  4.19
C  -9.67  0.52  2.94
H  -7.73  -0.06  2.33
H  -7.15  -0.47  4.73
H  -9.36  0.13  6.19
H  -11.25  0.91  4.41
H  -10.08  0.74  1.96
N  5.83  -2.76  -6.03
C  4.93  -2.26  -6.94
C  4.49  -3.31  -7.72
C  5.14  -4.48  -7.26
C  5.96  -4.11  -6.22
H  6.31  -2.22  -5.34
H  4.68  -1.21  -6.95
H  3.78  -3.23  -8.53
H  5.03  -5.48  -7.66
H  6.62  -4.69  -5.60
N  -3.27  1.11  1.40
C  -2.63  2.30  1.63
C  -3.38  3.01  2.53
C  -4.51  2.23  2.87
C  -4.41  1.06  2.15
H  -2.95  0.39  0.77
H  -1.70  2.53  1.13
H  -3.14  4.00  2.91
H  -5.30  2.49  3.55
H  -5.06  0.19  2.12

- SMILES = C[C@@H](O)CN(CP(=O)(O)O)C(=O)OC(=O)NC(=O)F.c1cc[nH]c1.c1cc[nH]c1.c1cc[nH]c1.c1cc[nH]c1.c1cc[nH]c1.c1cc[nH]c1.c1cc[nH]c1
- gap between HOMO and LUMO (eV) = 7.11